32
Properties=species:S:1:pos:R:3:forces:R:3:nbo_charge:R:1 method="wB97M-V/def2-TZVPD" homo_lumo_gap_ev=3.51 lumo_ev=-13.348 charge=+4 e_above_lowest_kcal_mol=122.6 e_homo_ha=-0.61964
S 13.4902 18.6659 -0.0537 1.23 -4.26 -2.87 2.6205
H 16.2165 19.2871 -3.9160 -0.28 -0.22 0.14 0.4519
O 10.4140 13.9309 -2.3630 0.01 -0.12 0.05 -0.9227
H 11.2563 14.3816 -2.3025 0.27 0.05 -0.08 0.4604
Na 13.5862 23.0639 1.9951 -0.10 -0.02 0.15 0.9895
H 14.0502 15.0172 0.6968 -0.51 0.31 -0.22 0.4861
H 12.1505 17.0498 -5.1877 -0.25 -0.05 -0.22 0.4712
O 12.9457 16.6953 -4.7898 0.21 -0.07 0.05 -0.9312
H 8.6464 18.3470 -1.8262 -0.26 -0.03 -0.37 0.4689
H 13.5772 20.8054 -5.5346 0.35 -0.20 -0.15 0.4771
H 14.9123 14.4234 1.7905 -0.16 -0.26 0.37 0.4601
H 17.0638 18.9220 -5.1163 0.16 -0.19 -0.38 0.4840
H 13.1522 17.3054 -4.0818 0.06 0.16 0.29 0.4607
O 16.4246 19.5644 -4.8083 -0.05 0.41 0.27 -0.9349
Na 17.5451 20.7737 0.2479 -0.04 -0.21 -0.41 0.9859
Na 12.1289 22.6183 -2.1970 -0.10 -0.51 -0.89 0.9944
Na 17.4482 16.1723 -0.3787 -0.67 -0.63 -0.20 0.9926
H 9.8728 17.6884 -1.2312 0.49 -0.26 -0.04 0.4778
O 14.7536 18.3363 0.6188 3.15 0.76 3.59 -1.2123
O 8.9186 17.7158 -1.1601 -0.07 0.36 0.54 -0.9443
O 13.8996 18.8812 -1.3983 0.93 2.20 -4.03 -1.1304
Na 9.3313 20.2562 2.1762 -0.37 -0.60 -0.21 0.9961
Na 15.7520 18.3510 4.5632 -0.20 -0.51 0.17 0.9936
H 12.4565 20.7405 -6.5504 -0.17 -0.06 -0.33 0.4978
O 12.7989 19.8190 0.4311 -2.00 4.50 2.93 -1.1823
O 12.1311 15.7000 3.8467 0.54 0.19 0.16 -0.9269
O 14.6574 14.2993 0.8762 0.81 0.25 -0.27 -0.9425
H 11.8234 16.4770 4.3134 -0.30 0.01 0.24 0.4505
H 9.7657 14.6058 -2.1617 -0.29 0.10 0.02 0.4629
H 11.9556 15.8885 2.9248 -0.14 -0.12 -0.47 0.4785
O 12.6987 17.4722 -0.0412 -2.14 -1.28 1.44 -1.0590
O 12.7134 21.1669 -5.7328 -0.11 0.29 0.71 -0.9739

=====

41
Properties=species:S:1:pos:R:3:forces:R:3:nbo_charge:R:1 method="wB97M-V/def2-TZVPD" homo_lumo_gap_ev=9.76 lumo_ev=0.569 e_above_lowest_kcal_mol=63.7 e_homo_ha=-0.33780
H 2.7967 1.6290 -0.8753 -0.01 0.13 -0.07 0.2105
C 1.2580 1.9026 1.4002 -0.02 0.02 0.09 -0.4000
S 1.0156 2.8398 -3.4928 -0.02 0.03 0.03 0.2870
H 0.4167 -1.0709 2.2523 -0.10 -0.03 0.02 0.2027
H -2.6308 -3.1892 2.6983 0.02 0.02 0.07 0.1668
H 0.6091 -0.1077 -0.1368 -0.10 0.07 0.06 0.1858
C -0.2669 0.0085 0.5137 0.02 -0.06 -0.06 -0.4016
H 1.9681 1.0666 1.3557 0.00 0.06 0.04 0.1942
H -1.3150 -1.2007 1.9476 0.07 0.07 0.05 0.2036
H -0.7528 -2.5678 -0.1145 0.07 -0.08 0.10 0.1824
H -0.0430 2.2091 -1.4342 0.11 -0.05 -0.03 0.2228
H 0.8409 3.6819 0.2505 0.08 0.02 0.03 0.1974
H -1.9598 -2.2681 4.0625 0.03 -0.08 -0.05 0.1801
H -2.1867 -4.0257 4.2026 0.00 0.04 -0.04 0.1791
C -0.1730 1.3486 1.2662 -0.04 0.01 -0.06 -0.4050
H -1.3629 -4.2311 1.3126 0.06 0.05 0.03 0.1672
H 1.9532 -2.4646 0.9519 0.02 0.01 0.00 0.3532
N -0.4307 1.7449 -5.5247 0.15 -0.09 0.17 -0.2942
H -3.2539 0.9648 -4.2418 0.08 0.05 -0.10 0.2037
H -0.5893 1.2045 2.2687 -0.01 0.01 -0.08 0.2081
H 1.4385 -2.1563 -0.5756 0.00 0.08 0.03 0.3584
C 2.0898 2.4561 -1.0071 -0.06 -0.17 0.10 -0.4168
C -0.0951 -2.5355 0.7651 -0.15 0.15 -0.11 -0.0775
C 1.6673 2.9711 0.3740 0.01 -0.06 -0.01 -0.3883
H 2.6375 3.2499 -1.5244 -0.02 -0.04 0.04 0.2150
H 0.3643 -4.4637 1.5991 -0.09 0.07 0.00 0.2023
N -1.7053 1.2066 -5.6839 -0.25 0.29 -0.01 -0.2828
N 1.2640 -2.7106 0.2505 -0.01 -0.11 0.01 -0.8375
O -0.5932 -3.4236 3.0457 0.15 0.07 0.08 -0.5527
C -0.3349 -1.1883 1.4621 0.11 -0.06 -0.10 -0.4055
C -1.9062 -3.2173 3.5197 -0.09 -0.02 -0.04 -0.2480
H 1.3787 2.3408 2.3966 -0.04 -0.01 -0.11 0.2112
H -0.8120 2.1015 0.7888 0.10 -0.06 0.05 0.2001
H -1.1435 -0.0042 -0.1452 0.06 -0.02 0.04 0.2010
C 0.9213 1.9773 -1.8894 -0.04 0.02 -0.02 -0.5190
C -0.3354 2.0901 -4.2872 -0.09 -0.15 -0.11 0.2721
O -1.4789 1.8262 -3.5889 0.24 0.31 0.17 -0.4313
H 2.5067 3.5377 0.7914 -0.07 -0.06 -0.07 0.2123
C -2.2726 1.3013 -4.5391 -0.12 -0.47 -0.14 0.2862
C -0.4512 -3.7395 1.6757 -0.03 -0.10 -0.09 -0.0633
H 0.9666 0.9057 -2.0904 -0.03 0.11 0.06 0.2203

=====

130
Properties=species:S:1:pos:R:3:forces:R:3:lowdin_charge:R:1 method="wB97M-V/def2-TZVPD" homo_lumo_gap_ev="6.21 / 6.21" lumo_ev="-4.416 / -4.415" charge=+1 e_above_lowest_kcal_mol=0.0 e_homo_ha="-0.39036 / -0.39036"
H -3.7432 -0.0735 -3.8153 0.00 0.01 -0.03 0.0729
C 3.8631 -2.0458 -3.3644 0.04 -0.01 -0.01 0.0017
C -5.2173 3.6094 -0.7641 0.04 0.02 -0.02 -0.0293
H -0.4327 -0.8127 4.5076 0.00 0.04 0.02 0.0186
H 0.4437 3.5699 -1.3095 -0.01 0.01 0.01 0.0666
C -2.5864 2.2822 2.7085 -0.05 0.04 -0.06 -0.2323
C -1.6096 3.5072 -1.9563 -0.02 0.14 0.02 -0.2593
C 5.5867 0.4327 1.5372 0.05 0.01 -0.03 -0.2551
C -3.5494 -0.2112 3.4865 -0.04 0.02 0.01 -0.0029
H -6.0655 2.9777 -1.0253 -0.01 -0.02 0.01 0.0794
H 2.3654 3.5123 1.3877 0.00 -0.02 0.00 0.0782
H 2.6957 1.3917 -5.8326 0.00 -0.02 0.00 0.1294
H 3.0290 2.6610 -2.5901 -0.01 -0.01 0.01 0.0746
C 3.7268 -0.0484 3.0201 -0.01 -0.06 0.02 -0.2183
C -0.2074 2.4731 5.0594 0.01 0.01 -0.06 -0.0104
H 7.6213 -0.2606 1.6100 0.00 0.02 0.02 0.0894
H 3.1755 2.5779 5.1367 0.00 0.00 -0.01 0.1309
C -3.8686 1.8645 2.3544 0.02 -0.01 0.00 -0.0013
C 0.7296 1.4419 3.0968 0.07 0.12 0.34 -0.2321
S -0.0838 -1.7095 2.1040 0.30 -0.24 0.04 0.6466
C 1.0705 2.7671 5.5081 0.01 0.01 0.01 -0.0317
C -0.5483 -8.3114 0.9992 -0.03 -0.02 0.00 -0.0610
C -2.7742 3.8718 -1.2999 -0.01 -0.01 0.00 -0.0330
Au -1.2793 -2.6559 -0.2159 0.18 -0.94 -0.45 0.8356
C -5.7779 0.2227 2.4056 0.04 0.01 -0.03 -0.0381
H 1.2062 3.2887 6.4467 0.00 0.00 0.01 0.1140
H 0.8561 -1.4453 -4.6652 -0.03 0.02 0.01 0.0405
C 3.9218 2.1412 1.9874 0.08 0.06 0.02 -0.2470
C -0.2892 2.6782 -4.8998 -0.01 0.00 -0.05 -0.0130
H 1.8898 -2.8639 -4.8634 -0.01 0.00 0.00 0.0813
C -3.9667 3.1764 -1.4823 -0.03 0.03 0.05 -0.2450
H -3.9318 -1.1727 3.8134 -0.01 0.00 0.01 0.1229
N -3.5413 -4.6140 -0.2016 0.01 0.62 -0.25 0.1090
C 2.8672 -1.2260 -3.8709 -0.12 -0.07 0.00 -0.2167
H -0.4798 5.0340 -0.9527 0.00 0.01 0.01 0.0829
C 5.9043 -2.4747 -1.9555 -0.02 0.03 -0.03 -0.0427
C -3.1436 -2.2433 -0.7446 0.02 -0.02 -0.19 -0.2336
C 2.0253 1.7047 3.5635 -0.05 0.02 -0.03 -0.2181
H -1.4612 -0.2817 5.8085 -0.05 0.01 0.01 0.0959
H -6.4119 0.3206 3.2891 -0.01 -0.01 0.00 0.0884
C 0.2225 -7.1679 0.8690 -0.02 0.04 -0.01 -0.0606
H 5.6330 0.2074 -1.5901 -0.01 0.00 -0.02 0.1072
C 3.9503 2.1237 -2.3698 -0.04 -0.06 0.00 -0.0253
N -2.3432 -4.6233 0.1112 0.06 -0.26 0.43 -0.0227
H -1.0845 3.8413 2.5316 0.00 -0.03 0.00 0.0801
H -4.4937 2.5335 1.7711 0.06 -0.09 0.15 0.0945
C -5.3681 -3.1845 -0.8127 -0.15 -0.01 -0.03 -0.0061
H 2.1184 -1.4379 -5.8767 0.02 0.00 0.00 0.0910
H 5.6193 2.4126 0.7195 0.01 0.00 0.00 0.1179
H -4.8887 1.5444 -2.5115 0.13 0.29 -0.15 0.0976
O 1.8633 -2.5970 0.6325 -0.86 -0.37 0.34 -0.0809
Ge 0.3798 0.2758 -1.5140 -0.11 0.03 0.00 0.1412
S -1.0458 1.1169 0.0064 -0.38 0.05 0.15 0.4160
C -0.3259 4.2479 -1.6903 -0.03 -0.01 -0.05 -0.0208
C -4.9983 -0.8747 -1.3389 -0.06 -0.03 0.08 -0.0516
C -3.9676 2.0955 -2.3490 0.03 0.11 -0.09 -0.0250
C 3.3966 3.5325 1.7516 -0.02 -0.02 0.00 -0.0194
H -1.9942 -0.0259 -4.0518 -0.01 0.02 0.03 0.0590
C -4.0107 -3.3371 -0.5841 0.05 -0.39 0.16 -0.2641
C 3.8560 0.6514 -2.6909 0.05 0.06 0.02 -0.2517
C 4.8876 -0.4370 2.3602 -0.02 -0.03 -0.02 -0.0048
C 1.8199 1.5856 -5.2255 0.02 0.04 0.02 -0.0120
C 0.8167 2.4194 -5.6915 -0.01 0.00 0.00 -0.0363
C 0.5986 1.2601 -3.1693 0.12 -0.01 -0.30 -0.2304
H 2.0952 -0.6783 4.3154 0.01 0.00 -0.01 0.0588
C 3.2469 1.2516 2.8314 -0.12 -0.04 0.05 -0.1905
H 0.0730 4.7025 -2.5991 -0.01 -0.01 -0.01 0.0919
H 5.5131 -3.0213 -1.0942 -0.01 0.00 0.01 0.0853
H -2.3014 3.8367 1.2559 -0.01 -0.03 0.01 0.0466
C -1.6439 2.4296 -2.8512 0.15 -0.03 0.01 -0.1862
H 6.6948 -0.8994 0.2619 0.00 0.03 0.05 0.0531
C -2.9012 0.5803 -4.0430 0.02 0.04 -0.01 -0.0187
H -3.0431 0.9631 -5.0564 0.01 0.01 0.00 0.0953
C 3.0503 -1.0389 3.9376 0.03 0.02 0.00 -0.0284
C -2.1388 3.6681 2.3199 0.06 -0.06 0.03 -0.0166
H 0.2036 -5.0579 0.4669 0.02 -0.01 0.00 0.0714
C -0.3872 -5.9552 0.5816 0.10 -0.03 0.01 -0.0316
H -1.0736 2.7544 5.6456 0.00 0.00 0.00 0.1307
H -5.0845 3.5753 0.3195 -0.04 0.06 -0.15 0.0525
H 7.2666 0.7735 0.2272 0.00 0.01 -0.01 0.0808
C -2.8233 1.7152 -3.0518 -0.11 -0.04 -0.10 -0.2206
H 4.0038 4.0534 1.0129 0.01 0.01 0.00 0.0810
C -1.7777 1.4155 3.4423 0.06 -0.04 0.07 -0.1671
Ge 0.5185 0.5238 1.4242 -0.20 -0.18 0.04 0.2473
H 6.2227 -3.2117 -2.6927 0.00 0.00 -0.01 0.0823
H -6.2024 0.8525 1.6246 0.01 0.00 -0.03 0.0729
H 3.6853 -1.2529 4.7993 0.01 0.01 0.01 0.0937
H 4.7487 2.5810 -2.9586 -0.01 0.01 -0.01 0.0958
C -3.6250 -1.0156 -1.1281 -0.08 -0.09 0.01 -0.1026
H -5.3792 0.0945 -1.6348 -0.03 -0.27 0.15 0.0846
C -1.9292 -8.2479 0.8350 0.01 0.01 0.00 -0.0581
H 2.8778 -1.9852 3.4215 0.01 0.01 -0.01 0.0707
H 6.7825 -1.9201 -1.6275 0.00 -0.02 -0.05 0.0658
C 4.8559 -1.5535 -2.5211 0.02 -0.09 -0.01 -0.2479
H -6.9236 -1.8187 -1.3659 0.00 0.00 -0.01 0.1154
H -3.6149 -6.9810 0.4086 0.02 -0.02 0.01 0.1099
H 3.3974 4.1216 2.6705 0.00 0.00 0.00 0.0878
H -2.7516 4.7173 -0.6198 -0.02 0.03 -0.08 0.1174
C -5.8644 -1.9449 -1.1896 0.04 -0.07 0.06 -0.0499
H -1.9183 -1.7019 4.8666 0.01 -0.01 -0.01 0.0811
C 2.1760 2.3753 4.7715 0.05 0.06 0.03 -0.0087
S 2.0886 0.3043 -0.0602 0.54 -0.23 -0.16 0.4543
C -2.5446 -7.0459 0.5403 -0.06 -0.09 0.02 -0.0167
C 1.7262 0.9997 -3.9691 -0.03 0.11 0.09 -0.2207
S -0.3139 -1.7569 -2.1218 -0.10 0.38 0.13 0.3004
H -0.0762 -9.2570 1.2293 0.00 -0.01 0.00 0.1122
H 0.8969 2.8690 -6.6726 0.01 0.01 0.00 0.1125
H -5.4740 4.6380 -1.0212 -0.01 0.00 -0.02 0.0897
C 4.8497 -0.2029 -2.2183 -0.02 0.08 0.04 -0.0144
C 1.8750 -1.7749 -4.8665 0.03 0.00 0.07 -0.0456
C -0.4172 2.1016 -3.6398 -0.02 -0.03 -0.01 -0.2125
H 5.2610 -1.4457 2.5071 0.00 0.00 0.00 0.1300
C -0.3966 1.8036 3.8563 0.12 -0.04 -0.05 -0.2198
H -2.7141 4.4165 2.8694 0.00 0.00 -0.01 0.0975
C -1.7606 -5.9050 0.4188 -0.13 0.45 -0.02 -0.2334
H 3.8780 -3.0925 -3.6494 0.00 0.00 0.01 0.1218
C 6.8617 -0.0085 0.8687 -0.03 -0.01 0.05 -0.0416
H 1.2960 -7.2155 0.9887 0.00 0.00 0.00 0.1119
C -4.3657 0.6277 2.7310 -0.02 0.00 0.01 -0.2502
H 4.1908 2.2743 -1.3165 0.00 -0.03 0.02 0.0540
N 0.7016 -2.7085 0.8605 0.64 0.96 -0.28 -0.5842
C -2.2741 0.1715 3.8700 0.10 -0.06 -0.06 -0.2308
H -2.5281 -9.1424 0.9372 0.00 -0.01 0.00 0.1127
C -1.4771 -0.7082 4.8027 -0.04 0.06 0.07 -0.0663
H -6.0121 -4.0452 -0.6906 -0.02 0.02 0.00 0.1224
C 2.8352 0.1225 -3.4850 -0.08 0.06 -0.02 -0.1680
C 5.0863 1.7186 1.3607 -0.01 0.00 0.00 -0.0235
H -2.9652 -0.1727 -1.2662 -0.04 -0.02 0.02 0.0296
H -1.0762 3.3312 -5.2575 0.00 0.01 0.00 0.1296
H -5.8300 -0.8167 2.0798 0.01 -0.02 -0.02 0.0734